No. 1
{
  "formula": "C21H63BrIN18O13P2",
  "method": "wB97M-V/def2-TZVPD",
  "symbols": ["C", "O", "C", "C", "C", "C", "C", "P", "C", "C", "C", "Br", "C", "C", "C", "I", "P", "O", "O", "O", "H", "H", "H", "H", "H", "H", "H", "H", "H", "H", "H", "H", "H", "H", "H", "H", "H", "H", "H", "H", "H", "H", "H", "H", "H", "H", "H", "C", "O", "N", "N", "H", "H", "H", "H", "C", "O", "N", "N", "H", "H", "H", "H", "C", "O", "N", "N", "H", "H", "H", "H", "C", "O", "N", "N", "H", "H", "H", "H", "C", "O", "N", "N", "H", "H", "H", "H", "C", "O", "N", "N", "H", "H", "H", "H", "C", "O", "N", "N", "H", "H", "H", "H", "C", "O", "N", "N", "H", "H", "H", "H", "C", "O", "N", "N", "H", "H", "H", "H"],
  "xyz": [[0.825, 4.264, -0.231], [0.951, 3.735, 1.077], [0.624, 2.374, 1.131], [0.735, 1.871, 2.554], [0.003, 0.549, 2.778], [0.681, -0.649, 2.110], [-0.327, -1.779, 1.864], [0.096, -2.886, 0.501], [1.865, -3.248, 0.649], [2.162, -4.357, 1.672], [3.524, -4.145, 2.333], [2.152, -6.113, 0.842], [-0.994, -4.321, 0.720], [-1.103, -5.386, -0.395], [-0.269, -5.182, -1.655], [-3.172, -5.535, -1.013], [-0.279, -1.762, -1.372], [0.724, -2.139, -2.349], [-1.763, -2.144, -1.796], [-0.262, -0.239, -0.958], [-0.207, 4.177, -0.585], [1.098, 5.312, -0.207], [1.476, 3.735, -0.933], [-0.411, 2.229, 0.773], [1.277, 1.817, 0.447], [1.788, 1.755, 2.824], [0.325, 2.618, 3.232], [-1.025, 0.674, 2.425], [-0.035, 0.315, 3.836], [1.214, -0.340, 1.208], [1.447, -1.014, 2.796], [-1.322, -1.363, 1.686], [-0.422, -2.379, 2.772], [2.363, -2.346, 0.996], [2.256, -3.468, -0.344], [1.391, -4.368, 2.440], [4.307, -4.433, 1.635], [3.604, -4.792, 3.202], [3.668, -3.102, 2.607], [-0.677, -4.788, 1.654], [-1.976, -3.892, 0.917], [-0.888, -6.360, 0.026], [-0.199, -6.134, -2.179], [-0.743, -4.493, -2.346], [0.752, -4.873, -1.436], [-2.432, -1.979, -1.119], [-0.958, 0.020, -0.343], [1.732, 7.352, 2.020], [1.983, 7.153, 0.834], [1.961, 8.541, 2.622], [1.210, 6.362, 2.811], [1.801, 8.714, 3.597], [2.384, 9.269, 2.073], [1.057, 5.460, 2.389], [1.002, 6.497, 3.782], [-1.074, 10.584, 4.264], [-0.006, 11.076, 4.580], [-2.220, 10.793, 4.986], [-1.208, 9.775, 3.169], [-3.107, 10.401, 4.739], [-2.151, 11.383, 5.794], [-0.379, 9.610, 2.624], [-2.071, 9.344, 2.900], [-1.541, 0.569, -5.113], [-2.739, 0.752, -5.241], [-0.589, 1.383, -5.643], [-1.041, -0.494, -4.400], [0.398, 1.209, -5.537], [-0.898, 2.175, -6.174], [-1.706, -1.127, -4.002], [-0.058, -0.665, -4.289], [-0.694, -1.752, 6.067], [-0.934, -1.294, 4.950], [-0.197, -0.979, 7.072], [-0.911, -3.059, 6.367], [0.000, -1.331, 7.989], [-0.040, -0.008, 6.880], [-1.312, -3.647, 5.658], [-0.736, -3.454, 7.272], [-5.973, -9.686, -0.866], [-6.565, -10.730, -1.046], [-6.436, -8.714, -0.016], [-4.791, -9.391, -1.497], [-5.957, -7.850, 0.148], [-7.298, -8.897, 0.461], [-4.422, -10.081, -2.123], [-4.294, -8.532, -1.360], [-4.142, -4.883, 6.793], [-3.327, -5.230, 5.951], [-4.874, -3.736, 6.673], [-4.382, -5.619, 7.917], [-5.551, -3.440, 7.350], [-4.723, -3.175, 5.856], [-3.869, -6.473, 8.027], [-5.052, -5.357, 8.615], [5.381, 9.649, 1.658], [4.565, 9.750, 2.560], [6.516, 10.411, 1.607], [5.209, 8.764, 0.630], [7.193, 10.341, 0.873], [6.660, 11.070, 2.347], [4.375, 8.199, 0.638], [5.860, 8.665, -0.125], [1.993, -0.939, -6.968], [2.396, -0.092, -6.175], [1.369, -2.084, -6.543], [2.124, -0.817, -8.310], [1.023, -2.782, -7.172], [1.262, -2.215, -5.556], [2.581, 0.003, -8.660], [1.792, -1.489, -8.979], [1.583, -1.318, -12.277], [1.901, -1.274, -11.097], [0.445, -1.937, -12.704], [2.346, -0.746, -13.251], [0.170, -1.979, -13.667], [-0.140, -2.361, -12.010], [3.189, -0.284, -12.965], [2.105, -0.767, -14.223]],
  "e_homo_ha": -0.391,
  "charge": 1,
  "total_energy_ev": -172965.4923,
  "spin_multiplicity": 1
}

---

No. 2
{
  "formula": "H16O8",
  "method": "wB97M-V/def2-TZVPD",
  "symbols": ["H", "H", "H", "H", "H", "H", "H", "H", "H", "H", "H", "H", "H", "H", "H", "H", "O", "O", "O", "O", "O", "O", "O", "O"],
  "xyz": [[0.580, -2.286, -0.230], [-0.206, -1.399, 0.721], [-4.030, 0.476, 0.489], [-5.362, -0.257, 0.489], [4.562, -0.306, -2.464], [3.070, -0.554, -2.311], [-0.729, 0.432, -0.313], [-1.451, 1.768, -0.370], [1.820, 1.731, -0.501], [2.018, 2.470, -1.815], [-1.152, 3.699, 1.204], [-0.892, 2.254, 1.599], [-1.993, -2.102, -0.980], [-3.451, -2.184, -0.560], [3.615, -1.911, 2.090], [3.363, -0.853, 3.151], [-0.284, -1.875, -0.113], [-4.503, -0.241, 0.051], [3.915, -1.014, -2.366], [-0.817, 1.269, 0.157], [2.136, 2.567, -0.863], [-0.976, 2.828, 0.829], [-2.737, -2.713, -0.935], [3.505, -1.800, 3.041]],
  "e_homo_ha": -0.382,
  "charge": 0,
  "total_energy_ev": -16636.2937,
  "de_lowest_ev": 5.717,
  "spin_multiplicity": 1
}

---

No. 3
{
  "formula": "C39H38BF3O3",
  "method": "wB97M-V/def2-TZVPD",
  "symbols": ["C", "C", "C", "C", "C", "C", "O", "B", "C", "C", "C", "C", "C", "F", "F", "F", "C", "C", "C", "C", "C", "C", "C", "C", "C", "O", "H", "H", "H", "H", "H", "H", "H", "H", "H", "H", "H", "H", "H", "H", "H", "H", "H", "H", "H", "H", "H", "H", "H", "C", "C", "C", "C", "O", "C", "C", "C", "C", "C", "C", "C", "C", "C", "C", "C", "C", "C", "C", "C", "H", "H", "H", "H", "H", "H", "H", "H", "H", "H", "H", "H", "H", "H", "H"],
  "xyz": [[-2.252, 0.621, -2.479], [-0.933, 1.200, -2.955], [-1.012, 1.562, -4.433], [-0.399, 2.374, -1.992], [0.654, 3.266, -2.705], [-1.441, 3.233, -1.352], [0.298, 1.650, -0.995], [0.941, 0.876, -1.995], [2.478, 0.577, -1.927], [3.016, 0.116, -3.130], [4.343, 0.316, -3.374], [5.131, 0.874, -2.375], [6.613, 1.058, -2.675], [7.310, 1.547, -1.644], [7.215, -0.114, -3.027], [6.813, 1.904, -3.725], [4.622, 1.242, -1.145], [3.286, 1.075, -0.884], [0.239, -1.640, 0.386], [0.966, -2.407, -0.897], [2.280, -2.835, -0.697], [2.749, -3.936, -1.435], [1.995, -4.421, -2.488], [0.790, -3.835, -2.860], [0.281, -2.756, -2.085], [0.081, 0.210, -2.855], [-3.040, 1.350, -2.658], [-2.447, -0.273, -3.063], [-2.204, 0.370, -1.419], [-1.761, 2.347, -4.550], [-0.040, 1.899, -4.812], [-1.317, 0.662, -4.974], [0.140, 3.909, -3.415], [1.153, 3.878, -1.940], [1.430, 2.682, -3.238], [-1.978, 3.757, -2.145], [-2.128, 2.636, -0.755], [-0.931, 3.960, -0.720], [2.359, -0.302, -3.887], [4.747, 0.054, -4.326], [5.263, 1.681, -0.389], [2.853, 1.389, 0.060], [0.982, -0.749, 0.439], [-0.653, -1.173, -0.148], [2.888, -2.405, 0.116], [3.716, -4.337, -1.184], [2.401, -5.223, -3.094], [0.251, -4.143, -3.742], [-0.676, -2.287, -2.372], [-4.145, 4.867, 3.217], [-4.598, 3.571, 3.495], [-3.784, 2.668, 4.184], [-2.507, 3.089, 4.580], [-1.598, 2.201, 5.142], [-1.275, 1.061, 4.391], [-0.122, 1.136, 3.596], [0.216, 0.031, 2.832], [-0.585, -1.109, 2.820], [-0.216, -2.183, 1.789], [-0.994, -3.495, 1.840], [-0.261, -4.641, 1.600], [-0.879, -5.892, 1.648], [-2.263, -5.961, 1.908], [-3.011, -4.794, 2.048], [-2.380, -3.533, 1.959], [-1.682, -1.194, 3.696], [-2.055, -0.087, 4.471], [-2.080, 4.409, 4.397], [-2.889, 5.282, 3.670], [-4.784, 5.564, 2.670], [-5.592, 3.258, 3.190], [-4.111, 1.659, 4.432], [0.515, 2.021, 3.640], [1.179, 0.068, 2.298], [0.855, -2.370, 1.771], [0.836, -4.593, 1.450], [-0.276, -6.815, 1.570], [-2.731, -6.924, 2.022], [-4.082, -4.832, 2.300], [-2.987, -2.635, 2.038], [-2.237, -2.114, 3.834], [-2.896, -0.149, 5.175], [-1.115, 4.701, 4.805], [-2.536, 6.295, 3.482]],
  "e_homo_ha": -0.313,
  "charge": 0,
  "total_energy_ev": -56031.3994,
  "de_lowest_ev": 0.945,
  "spin_multiplicity": 1
}

---

No. 4
{
  "formula": "CH20F3Li2O21P2SZr",
  "method": "wB97M-V/def2-TZVPD",
  "symbols": ["Li", "Li", "Zr", "C", "F", "F", "F", "S", "O", "O", "O", "P", "O", "O", "O", "O", "P", "O", "O", "O", "O", "O", "H", "H", "O", "H", "H", "O", "H", "H", "O", "H", "H", "O", "H", "H", "O", "H", "H", "O", "H", "H", "O", "H", "H", "O", "H", "H", "O", "H", "H"],
  "xyz": [[-3.171, 2.934, -1.048], [-1.809, 0.861, 1.990], [0.387, -1.476, -0.361], [4.504, -0.027, -1.543], [5.367, 0.494, -2.359], [4.985, -1.166, -0.999], [4.172, 0.750, -0.502], [2.891, -0.377, -2.600], [2.306, 0.864, -3.067], [3.404, -1.197, -3.673], [1.966, -1.093, -1.703], [0.689, 1.013, 3.539], [1.681, 1.239, 2.437], [1.132, 2.267, 4.272], [0.332, -0.442, 4.020], [-0.258, 1.869, 2.675], [-0.892, 0.772, -0.416], [-0.856, -0.288, 0.722], [-1.706, 2.033, -0.175], [-1.003, -0.390, -1.423], [0.596, 0.650, -0.426], [2.132, -0.932, 0.995], [2.198, -0.190, 1.597], [3.029, -1.255, 0.913], [-1.123, -3.073, -0.193], [-1.075, -3.908, -0.658], [-2.001, -3.059, 0.187], [-3.179, -2.205, 1.458], [-2.670, -1.966, 2.233], [-4.091, -2.099, 1.728], [-0.526, 3.894, 1.039], [-0.806, 4.772, 0.781], [-1.136, 3.307, 0.593], [0.173, -2.313, 2.111], [0.246, -1.834, 2.937], [-0.321, -3.102, 2.334], [-0.374, 1.085, -3.664], [0.577, 1.157, -3.573], [-0.665, 0.701, -2.837], [1.813, 2.867, 0.297], [2.562, 3.213, -0.189], [1.582, 2.059, -0.161], [0.197, -2.549, -2.378], [-0.268, -2.427, -3.206], [0.772, -3.298, -2.534], [-3.642, 1.687, 2.099], [-4.284, 1.675, 2.809], [-4.039, 2.240, 1.426], [-3.560, -1.029, -1.697], [-3.614, -1.777, -2.292], [-2.625, -0.935, -1.513]],
  "e_homo_ha": -0.047,
  "charge": -1,
  "total_energy_ev": -83620.1027,
  "spin_multiplicity": 1
}

---

No. 5
{
  "formula": "C33H66O33",
  "method": "wB97M-V/def2-TZVPD",
  "symbols": ["C", "O", "C", "O", "O", "C", "H", "H", "H", "H", "H", "H", "C", "O", "C", "O", "O", "C", "H", "H", "H", "H", "H", "H", "C", "O", "C", "O", "O", "C", "H", "H", "H", "H", "H", "H", "C", "O", "C", "O", "O", "C", "H", "H", "H", "H", "H", "H", "C", "O", "C", "O", "O", "C", "H", "H", "H", "H", "H", "H", "C", "O", "C", "O", "O", "C", "H", "H", "H", "H", "H", "H", "C", "O", "C", "O", "O", "C", "H", "H", "H", "H", "H", "H", "C", "O", "C", "O", "O", "C", "H", "H", "H", "H", "H", "H", "C", "O", "C", "O", "O", "C", "H", "H", "H", "H", "H", "H", "C", "O", "C", "O", "O", "C", "H", "H", "H", "H", "H", "H", "C", "O", "C", "O", "O", "C", "H", "H", "H", "H", "H", "H"],
  "xyz": [[-1.082, 15.386, 35.688], [0.159, 15.267, 35.026], [0.384, 16.168, 34.077], [-0.206, 17.195, 33.909], [1.434, 15.774, 33.371], [1.893, 16.578, 32.305], [-1.120, 14.757, 36.570], [-1.896, 15.142, 34.998], [-1.317, 16.410, 35.990], [2.647, 17.275, 32.658], [1.100, 16.994, 31.677], [2.287, 15.866, 31.572], [8.940, 18.374, 28.794], [10.351, 18.311, 28.868], [10.864, 18.434, 30.079], [10.273, 18.431, 31.125], [12.173, 18.579, 29.952], [12.957, 18.666, 31.138], [8.487, 19.337, 29.038], [8.487, 17.619, 29.427], [8.593, 18.217, 27.773], [13.068, 17.697, 31.621], [12.427, 19.335, 31.820], [13.910, 19.107, 30.870], [1.335, 21.670, 26.601], [0.695, 20.931, 27.655], [1.381, 19.964, 28.245], [2.436, 19.515, 27.910], [0.806, 19.590, 29.405], [-0.500, 20.069, 29.771], [0.565, 21.959, 25.891], [2.126, 21.116, 26.103], [1.760, 22.532, 27.115], [-0.808, 19.526, 30.659], [-1.234, 19.857, 28.995], [-0.415, 21.141, 29.931], [3.986, 25.497, 33.998], [3.240, 25.584, 32.801], [2.862, 24.492, 32.156], [2.930, 23.357, 32.525], [2.320, 24.907, 31.006], [1.976, 23.899, 30.083], [4.241, 24.452, 34.168], [3.480, 25.805, 34.917], [4.863, 26.128, 33.909], [2.822, 23.549, 29.489], [1.228, 24.229, 29.361], [1.488, 23.074, 30.609], [5.827, 20.856, 27.718], [6.419, 22.148, 27.878], [5.561, 23.158, 27.850], [4.370, 23.059, 27.707], [6.289, 24.287, 27.868], [5.560, 25.488, 27.994], [5.431, 20.656, 26.721], [5.081, 20.682, 28.486], [6.620, 20.115, 27.793], [4.986, 25.705, 27.080], [6.268, 26.315, 27.952], [4.877, 25.471, 28.842], [11.716, 13.476, 37.023], [10.877, 13.754, 35.910], [10.870, 14.990, 35.444], [11.441, 15.927, 35.935], [10.154, 15.020, 34.330], [9.918, 16.302, 33.764], [12.631, 14.062, 37.045], [11.902, 12.411, 37.108], [11.110, 13.744, 37.896], [9.456, 16.219, 32.784], [10.836, 16.853, 33.551], [9.315, 16.872, 34.468], [1.821, 13.619, 26.300], [2.883, 12.959, 26.967], [3.461, 13.583, 27.991], [3.080, 14.541, 28.605], [4.525, 12.864, 28.316], [5.382, 13.323, 29.344], [2.058, 13.874, 25.269], [1.560, 14.516, 26.867], [0.946, 12.969, 26.312], [6.062, 14.065, 28.924], [5.984, 12.491, 29.702], [4.863, 13.759, 30.196], [6.952, 13.603, 25.111], [6.722, 14.583, 26.138], [5.953, 15.624, 25.807], [5.379, 15.842, 24.788], [6.027, 16.439, 26.856], [5.265, 17.621, 26.818], [6.007, 13.095, 24.925], [7.692, 12.917, 25.510], [7.322, 14.129, 24.232], [4.199, 17.488, 26.619], [5.633, 18.301, 26.044], [5.304, 18.095, 27.798], [6.943, 21.878, 31.762], [7.493, 23.155, 31.438], [7.296, 24.233, 32.144], [6.536, 24.385, 33.080], [8.182, 25.156, 31.809], [8.203, 26.384, 32.527], [7.505, 21.055, 31.334], [5.883, 21.775, 31.552], [7.068, 21.837, 32.847], [8.433, 26.240, 33.580], [7.291, 26.948, 32.347], [9.054, 26.899, 32.083], [6.617, 16.637, 31.372], [5.528, 17.407, 31.846], [5.282, 18.557, 31.213], [5.868, 18.949, 30.237], [4.302, 19.174, 31.832], [3.681, 20.320, 31.307], [6.938, 16.936, 30.382], [6.377, 15.578, 31.465], [7.424, 16.744, 32.106], [3.397, 21.004, 32.107], [2.753, 20.141, 30.765], [4.316, 20.918, 30.653], [9.606, 10.706, 36.248], [9.014, 11.669, 35.414], [9.126, 11.474, 34.107], [9.570, 10.501, 33.556], [8.593, 12.516, 33.508], [8.570, 12.549, 32.096], [9.279, 9.673, 36.139], [9.475, 10.987, 37.292], [10.693, 10.675, 36.131], [7.848, 13.264, 31.708], [8.214, 11.605, 31.676], [9.587, 12.762, 31.769]],
  "e_homo_ha": -0.391,
  "smiles": "COC(=O)OC.COC(=O)OC.COC(=O)OC.COC(=O)OC.COC(=O)OC.COC(=O)OC.COC(=O)OC.COC(=O)OC.COC(=O)OC.COC(=O)OC.COC(=O)OC",
  "charge": 0,
  "total_energy_ev": -102857.4477,
  "de_lowest_ev": 1.723,
  "spin_multiplicity": 1
}